[1]
# C3H6O2

The molecule C3H6O2 (ωB97M-V/def2-TZVPD, OMol25).

The calculation puts the max |F| at 0.54 eV/A. The value obtained for the relative energy (zero: lowest compared OMol25 entry of this formula, charge and spin) is 118.1 kJ/mol. Its frontier orbital gap is 10.78 eV. Its structure (SMILES) is O=CCCO.

Last column: Mulliken charge in e.
CARTESIAN COORDINATES (ANGSTROEM)
1 O -1.743 0.104 -0.774  -0.521
2 C -0.973 -0.200 0.374  -0.515
3 C 0.459 -0.614 0.018  -0.306
4 H 0.408 -1.091 -0.969  0.281
5 H -0.973 0.643 1.082  0.320
6 H 0.972 1.522 -0.353  0.295
7 H -1.579 1.019 -1.028  0.314
8 O 2.610 0.460 0.137  -0.471
9 H -1.479 -1.033 0.869  0.298
10 C 1.425 0.542 -0.072  0.024
11 H 0.872 -1.350 0.716  0.282

---

[2]
# C36H72O17

A cluster of 9 separate species, C36H72O17 in total (ωB97M-V/def2-TZVPD, OMol25).

The calculation puts the max |F| at 5.39 eV/A. The total charge is -1. Its frontier orbital gap (spin up / spin down) is 1.48 / 9.14 eV. The spin multiplicity is 2.

Last column: Mulliken charge in e.
CARTESIAN COORDINATES (ANGSTROEM)
1 H -1.465 1.485 4.006  0.310
2 O 5.738 5.032 1.100  -0.424
3 C -2.230 -2.481 -3.319  -0.546
4 O -1.011 -0.489 4.625  -0.028
5 H -0.378 1.355 5.414  0.426
6 H 0.095 -1.394 -4.256  0.382
7 H -4.459 -5.224 -0.344  0.325
8 H 9.261 -0.614 -4.806  0.278
9 H 1.060 -2.600 2.725  -0.099
10 H -2.222 -4.409 2.487  0.331
11 H -5.462 -0.482 6.352  0.416
12 C 8.444 0.764 -2.385  0.701
13 H -1.186 -0.932 0.278  -0.042
14 C 1.705 1.465 -0.609  0.760
15 H 5.829 1.242 -0.422  0.294
16 C -1.431 -3.725 -3.570  -0.582
17 C 4.297 5.085 0.949  -0.766
18 H -0.534 2.837 -3.656  0.025
19 H -3.493 -2.802 6.169  0.385
20 H -4.407 -1.025 7.626  0.349
21 C 2.677 -1.373 2.451  0.005
22 O 3.772 -1.854 3.187  -0.448
23 C -6.680 -0.328 -3.074  -0.803
24 C 5.363 5.112 -1.190  -0.835
25 H -2.791 -2.444 1.344  -0.473
26 C 7.626 1.924 0.500  -1.510
27 O 2.892 1.400 -0.174  -0.695
28 H 5.172 6.111 -1.582  0.435
29 O -3.561 4.504 -2.164  -0.376
30 C 0.062 -1.971 -3.332  -0.927
31 H -7.026 0.215 -0.196  0.235
32 O 9.116 1.755 -2.583  -0.614
33 H 9.992 -1.643 -3.619  0.253
34 H -3.806 -4.905 2.208  0.317
35 C -1.239 0.917 4.909  -1.773
36 H 3.218 4.879 -0.890  0.341
37 H 7.055 2.493 1.234  0.343
38 C -4.697 2.415 1.320  -1.280
39 C -4.944 -1.360 6.738  -1.589
40 O 7.392 0.584 -1.543  -0.322
41 C 2.212 2.436 -2.755  -1.179
42 O -3.537 -3.491 -0.327  -0.082
43 C 6.488 5.194 -0.156  -0.173
44 H 3.213 2.009 -2.689  0.352
45 H -4.561 -2.915 1.405  0.320
46 C -0.713 1.120 -0.277  -0.060
47 H -1.984 0.999 5.700  0.371
48 H 1.356 -2.590 1.064  0.124
49 O -2.077 2.810 -2.376  0.622
50 H -1.113 -4.204 -2.643  0.201
51 H -1.386 4.302 -3.506  0.365
52 O -3.016 -1.038 5.239  -0.222
53 H -5.107 0.940 -2.257  -0.178
54 C -2.950 -4.485 1.679  -0.646
55 H -4.529 -2.486 4.844  0.167
56 H 3.369 -3.568 4.108  0.270
57 H -2.770 -6.385 0.736  0.346
58 H -1.508 -0.521 -2.929  -0.066
59 C -3.102 3.467 -1.797  0.124
60 H -4.996 3.086 2.126  0.612
61 H 2.356 3.511 -2.656  0.293
62 C -1.550 3.229 -3.604  -0.990
63 H 8.113 1.068 0.968  0.407
64 H -7.475 -1.482 -0.223  0.243
65 H -5.309 -1.931 -1.369  -0.130
66 H 3.778 4.393 1.613  0.363
67 H 3.460 -3.767 1.089  0.317
68 H 0.931 -1.932 -2.675  0.317
69 O -1.690 -2.673 4.429  -0.580
70 H 5.714 4.433 -1.967  0.250
71 H 1.826 2.120 -3.725  0.390
72 C -1.872 -1.478 4.721  1.428
73 H -3.214 -2.565 -2.857  -0.075
74 H -4.793 -0.455 -0.402  -0.632
75 O 0.673 0.856 0.089  0.150
76 H 4.106 3.466 -0.384  -0.439
77 H -5.598 1.852 1.076  -0.114
78 H -1.821 -4.426 -4.309  0.393
79 H 6.897 6.200 -0.062  0.313
80 O -0.225 -3.146 -4.123  -0.450
81 O 8.584 -0.335 -2.932  -0.283
82 C 6.802 1.574 -0.783  0.506
83 H -5.704 -2.093 7.008  0.423
84 C -5.489 -0.884 -1.124  1.568
85 H -3.247 -5.174 -1.558  0.307
86 C 2.876 -3.684 2.006  -0.808
87 H -4.027 4.249 0.496  0.593
88 H -6.595 -1.274 -3.609  0.302
89 H 2.295 -4.598 2.132  0.391
90 H 2.960 -0.805 1.565  -0.032
91 H 7.246 4.433 -0.342  0.043
92 C -4.030 -1.991 5.677  -0.264
93 H -0.867 0.951 -1.343  -0.461
94 O 1.299 1.930 -1.785  -0.131
95 C -4.455 3.318 0.126  -1.109
96 C 4.180 4.548 -0.498  0.535
97 O -7.584 -0.466 -1.993  -0.289
98 H -3.877 1.734 1.547  -0.044
99 H -6.963 0.480 -3.749  0.407
100 H -4.590 -0.525 -3.104  0.089
101 H 10.450 0.122 -3.898  0.354
102 H 6.710 2.582 -1.189  -0.136
103 C -6.954 -0.703 -0.779  -0.918
104 C 3.820 -3.260 3.165  -0.575
105 H -1.174 -1.900 -1.691  -0.568
106 H 2.036 -0.743 3.068  0.190
107 H 3.839 6.068 1.059  0.323
108 H -1.533 0.199 1.537  0.496
109 C -3.546 -3.200 1.128  0.016
110 C -1.221 -1.552 -2.723  1.299
111 H -0.911 2.157 -0.005  0.558
112 H -5.409 3.523 -0.359  0.300
113 H -1.482 -5.255 0.176  0.230
114 C -1.601 0.060 0.458  0.022
115 C -2.519 -5.352 0.496  -0.473
116 H -2.427 -2.050 -4.300  0.551
117 C 1.886 -2.547 2.015  0.325
118 C -3.438 -4.888 -0.524  -0.742
119 H 4.845 -3.626 3.097  0.325
120 H -2.621 -0.074 0.098  -0.414
121 H -2.215 3.119 -4.460  0.328
122 H 8.488 2.498 0.163  0.402
123 C 9.658 -0.620 -3.791  -0.722
124 C -5.310 -0.122 -2.393  0.036
125 O -3.522 2.703 -0.817  0.546

---

[3]
# C28H85N7O11

A cluster of 11 separate species, C28H85N7O11 in total (ωB97M-V/def2-TZVPD, OMol25).

The calculation puts the max |F| at 1.28 eV/A. The value obtained for the relative energy (zero: lowest compared OMol25 entry of this formula, charge and spin) is 0.0 kJ/mol. Its frontier orbital gap is 9.16 eV. Its structure (SMILES) is COC[C@H](C)N.COC[C@H](C)N.COC[C@H](C)N.COC[C@H](C)N.COC[C@H](C)N.COC[C@H](C)N.COC[C@H](C)N.O.O.O.O.

Last column: Mulliken charge in e.
CARTESIAN COORDINATES (ANGSTROEM)
1 C -2.306 -1.271 6.184  -0.798
2 H -0.306 -0.595 -1.353  -0.216
3 H -3.850 -1.077 2.735  0.451
4 N 0.364 5.827 3.973  -0.749
5 H 0.200 1.958 -1.841  0.135
6 C 5.185 1.273 -2.621  0.587
7 H 3.259 -2.716 3.787  0.232
8 H -2.598 -0.301 -2.206  -0.212
9 H 2.940 -1.916 -1.570  0.192
10 C -2.725 1.834 -0.157  0.087
11 H 3.704 -1.239 1.504  0.446
12 H 2.052 -0.895 0.967  -0.020
13 H -2.479 -5.388 -1.283  0.290
14 N 3.800 -2.323 4.548  -0.702
15 H -4.939 -4.450 -2.664  0.301
16 O -0.618 -2.437 -1.061  -0.339
17 H -0.315 -2.806 -0.224  0.138
18 H -2.659 0.853 -3.565  0.329
19 O 0.717 3.458 1.231  -0.150
20 O -5.717 3.969 0.348  -0.342
21 H 0.942 6.561 1.411  0.320
22 H -4.832 0.745 -1.480  0.046
23 C -4.678 -3.039 -4.133  0.480
24 C 0.069 -5.234 -3.311  -1.146
25 C -4.374 3.670 0.021  -0.661
26 H 1.717 2.380 -0.214  -0.672
27 H 2.177 -1.086 5.150  -0.131
28 C 1.039 4.070 2.457  -0.815
29 O -3.525 -0.958 -3.945  -0.445
30 H 0.517 5.172 4.736  0.244
31 N -4.697 -4.424 -3.652  -0.748
32 O 6.697 2.410 -1.170  -0.313
33 H 2.046 4.500 2.421  0.459
34 H 1.281 1.464 1.222  0.005
35 C 0.688 -4.126 -4.115  0.931
36 C -0.056 6.167 1.606  -1.430
37 H -0.748 6.963 1.882  0.407
38 O 0.047 0.239 -1.011  0.630
39 O -2.627 -1.090 4.821  -0.329
40 H -4.080 -2.087 -2.335  0.100
41 C 0.003 5.130 2.737  0.687
42 C -2.542 -0.192 -3.302  -0.223
43 C -1.506 -1.205 3.991  -0.812
44 N -0.609 -0.866 1.815  0.088
45 H -1.895 0.500 2.811  -0.145
46 N -4.836 1.756 -1.414  -0.694
47 H 1.108 -2.917 -2.496  0.306
48 H -6.119 -1.555 -4.672  0.329
49 C 6.288 1.134 -1.602  -0.715
50 H 0.815 -5.752 -2.692  0.393
51 C -3.041 -1.083 1.998  -1.199
52 H 0.244 -0.539 2.252  -0.069
53 H 7.212 1.676 0.710  0.258
54 H -0.825 -5.997 -0.834  0.310
55 H -4.381 -3.066 -5.186  0.331
56 H -1.713 -6.661 -2.218  0.327
57 C -1.517 -5.747 -1.642  -1.033
58 H -6.309 -2.103 -3.040  0.291
59 H -5.810 5.888 -0.419  0.306
60 H 2.326 -2.132 2.149  0.223
61 H 0.981 0.047 -0.869  -0.090
62 H 8.560 1.945 -0.376  0.287
63 O 2.706 -0.994 -1.422  -0.358
64 H 1.779 -3.901 -5.974  0.391
65 H 0.976 3.301 3.247  0.188
66 H 2.424 -5.134 -4.927  0.368
67 H -2.974 -2.117 1.656  0.206
68 H 4.282 0.010 -3.961  0.220
69 H -2.740 -2.772 -3.217  -0.191
70 H -0.359 -5.999 -3.975  0.417
71 H 3.916 -1.248 6.985  0.411
72 H -2.129 2.543 -0.738  0.626
73 H 4.252 2.971 -1.748  0.485
74 H -0.683 -0.465 0.885  -0.127
75 H 2.612 2.624 1.311  0.470
76 H -5.814 2.034 -1.392  0.310
77 C 3.253 -1.001 4.939  1.271
78 H -3.316 -0.394 1.202  -0.005
79 H -0.123 -3.512 -4.531  0.066
80 H -5.180 5.770 1.233  0.283
81 H 3.416 -0.498 -1.868  0.181
82 H -1.926 -2.283 6.375  0.309
83 H -0.422 6.389 4.284  0.280
84 H 3.576 0.404 6.549  0.369
85 H -1.557 -0.546 6.521  0.307
86 H 3.290 1.013 4.176  0.226
87 H 3.640 1.477 -1.103  -0.044
88 H -0.617 -0.746 4.455  0.286
89 C 3.421 -0.013 3.817  -1.264
90 H 0.974 -5.454 -5.863  0.395
91 O 0.101 2.803 -2.312  -0.678
92 C -3.677 -2.216 -3.363  0.088
93 H 5.744 -0.487 -3.478  0.225
94 C 7.583 2.347 -0.080  -0.679
95 H -3.762 -4.823 -3.698  0.219
96 H 3.112 2.018 -2.707  0.464
97 H -2.371 1.921 0.875  0.071
98 H 3.710 -2.976 5.319  0.285
99 H -1.524 -0.541 -3.543  0.314
100 H 7.150 0.602 -2.037  0.421
101 O 2.465 -0.111 2.776  0.098
102 C 1.486 -4.690 -5.276  -1.651
103 C -1.761 -0.585 2.653  1.072
104 H -3.226 -1.125 6.747  0.273
105 H 7.651 3.352 0.327  0.256
106 H -4.078 4.204 -0.895  0.390
107 H -6.906 5.492 0.946  0.256
108 H 0.566 3.450 -1.773  0.344
109 H -1.000 4.680 2.749  0.149
110 H 5.907 0.543 -0.752  0.170
111 C 4.004 -0.528 6.171  -1.526
112 C -5.912 5.346 0.530  -0.742
113 H -0.760 -3.198 -1.657  0.142
114 N 4.882 -0.065 -3.146  -0.630
115 H 5.054 -0.363 5.934  0.336
116 H 4.441 -0.044 3.409  0.472
117 H 5.553 1.950 -3.409  0.333
118 C -6.065 -2.451 -4.047  -1.463
119 H -6.814 -3.155 -4.400  0.412
120 C 3.968 1.956 -2.033  -1.316
121 H -2.513 0.849 -0.563  -1.240
122 O -0.983 -4.746 -2.486  -0.034
123 H -0.438 5.706 0.695  0.258
124 H -4.644 1.662 0.692  0.197
125 C 2.665 -1.134 1.833  -0.621
126 H 1.872 -2.495 -3.812  0.239
127 N 1.617 -3.324 -3.277  -0.581
128 H -1.232 -2.266 3.846  0.380
129 H -3.708 4.027 0.823  0.191
130 C 1.625 2.442 0.871  0.354
131 C -4.205 2.197 -0.165  0.923